DFT (ωB97M-V/def2-TZVPD) results for C39H59AsN4O5PSi3Ti as an isolated structure.

Atoms and positions in Å:
Ti1 11.76 11.14 11.48
O1 7.48 7.86 8.21
C1 8.28 9.08 8.25
C2 9.74 8.72 7.88
N1 10.66 9.80 8.15
C3 10.28 11.20 7.94
C4 10.58 12.17 9.04
O2 10.76 13.35 8.85
O3 10.45 11.70 10.33
C5 12.07 9.49 8.19
C6 12.59 9.35 9.61
O4 12.69 8.32 10.24
O5 13.02 10.51 10.15
H1 6.54 8.07 8.05
H2 8.21 9.52 9.25
H3 7.97 9.81 7.45
H4 9.69 8.61 6.77
H5 10.04 7.80 8.34
H6 9.21 11.23 7.61
H7 10.80 11.50 7.04
H8 12.61 10.26 7.61
H9 12.24 8.49 7.62
N2 11.50 6.70 14.21
C7 10.70 7.65 13.65
C8 11.39 8.72 13.08
N3 10.73 9.62 12.40
C9 9.34 9.62 12.28
C10 8.71 8.64 13.01
N4 9.37 7.69 13.66
H10 12.48 6.90 14.19
H11 11.12 5.93 14.78
H12 12.45 8.70 12.91
H13 8.93 10.28 11.50
H14 7.64 8.60 13.07
C11 16.65 12.57 4.27
P1 15.65 12.62 5.80
C12 16.65 11.63 6.97
C13 16.49 10.23 6.94
C14 17.17 9.45 7.85
C15 17.99 9.97 8.84
C16 18.15 11.35 8.87
C17 17.59 12.18 7.90
C18 15.92 14.24 6.50
C19 17.12 14.99 6.26
C20 17.12 16.35 6.58
C21 16.02 17.00 7.14
C22 14.91 16.24 7.49
C23 14.88 14.87 7.16
H15 17.62 13.08 4.23
H16 16.08 13.04 3.47
H17 16.79 11.51 4.06
H18 15.89 9.77 6.17
H19 17.02 8.37 7.81
H20 18.43 9.32 9.58
H21 18.70 11.75 9.72
H22 17.94 13.20 7.77
H23 18.04 14.62 5.87
H24 18.03 16.89 6.26
H25 16.01 18.09 7.21
H26 14.03 16.69 7.97
H27 13.93 14.30 7.34
C24 12.07 12.62 12.71
C25 13.43 12.51 13.08
C26 13.87 12.39 14.45
C27 15.14 12.00 14.71
C28 16.03 11.66 13.68
C29 15.65 11.81 12.35
C30 14.41 12.29 12.01
H28 13.17 12.43 15.30
H29 15.50 11.91 15.72
H30 17.07 11.41 13.92
H31 16.38 11.50 11.52
H32 14.15 12.63 11.00
C31 8.05 12.35 13.83
Si1 8.63 14.10 13.30
C32 8.35 14.40 11.50
C33 7.54 15.37 14.25
As1 11.03 13.89 13.85
Si2 10.61 14.02 16.37
C34 8.88 14.65 17.14
C35 11.99 15.12 17.12
C36 10.86 12.24 17.04
Si3 11.90 16.01 13.02
C37 11.77 16.31 11.16
C38 10.63 17.12 13.94
C39 13.61 16.35 13.78
H33 7.87 11.73 12.94
H34 7.16 12.43 14.42
H35 8.86 11.77 14.34
H36 7.75 13.70 10.94
H37 9.36 14.56 11.04
H38 7.84 15.38 11.30
H39 6.72 14.88 14.78
H40 7.16 16.03 13.45
H41 8.12 15.96 14.90
H42 8.14 13.87 16.99
H43 8.55 15.58 16.62
H44 9.07 14.97 18.21
H45 12.24 16.10 16.61
H46 12.97 14.63 17.31
H47 11.63 15.37 18.11
H48 11.08 11.47 16.33
H49 10.04 11.89 17.71
H50 11.76 12.39 17.77
H51 10.73 16.46 10.83
H52 12.06 15.45 10.59
H53 12.31 17.17 10.74
H54 9.69 17.19 13.39
H55 11.00 18.17 14.23
H56 10.41 16.64 14.91
H57 14.33 15.48 13.65
H58 13.52 16.56 14.88
H59 14.05 17.23 13.36

Calculated values
2S+1: 2
Energy above the lowest of the compared OMol25 structures with the same formula, charge and spin, kJ/mol: 453.0
HOMO level (alpha / beta), eV: 1.895 / 1.681
Charge: -2
Strongest force on any atom, hartree/bohr: 0.09480
⟨S²⟩: 0.8759

Atom charges from the Mulliken analysis, given in e for atoms 1 to 8: -1.635 -0.545 -0.240 -0.721 0.662 -1.068 0.530 -0.669

DFT (ωB97M-V/def2-TZVPD) results for a 3-piece molecular cluster, C39H59IN4O5 overall.

Atoms and positions in Å:
C1 1.43 -2.47 -1.63
C2 0.24 -3.49 -1.96
C3 -0.92 -2.89 -2.90
C4 -1.96 -1.92 -2.11
O1 -1.45 -1.41 -0.85
N1 -1.87 -2.20 0.21
C5 -0.63 -2.18 1.06
O2 0.13 -3.10 1.38
C6 -0.60 -0.64 1.49
C7 0.54 0.33 1.83
C8 0.10 1.79 2.25
C9 1.30 2.81 2.61
C10 2.00 3.42 1.42
C11 3.19 4.37 1.64
C12 3.48 4.54 3.15
C13 2.59 3.84 4.16
N2 1.49 2.96 4.01
C14 -1.41 2.21 2.32
C15 -1.82 3.70 2.81
C16 -2.46 3.56 4.30
C17 -1.83 2.36 5.16
I1 -2.15 5.43 5.45
C18 -2.56 1.19 1.96
C19 -4.11 1.52 2.02
C20 -2.11 -0.22 1.54
C21 -2.90 -1.52 1.08
O3 -4.03 -1.96 1.35
H1 2.29 -2.64 -2.37
H2 1.86 -2.64 -0.58
H3 1.12 -1.36 -1.67
H4 -0.27 -3.96 -1.05
H5 0.71 -4.37 -2.54
H6 -1.55 -3.79 -3.26
H7 -0.41 -2.37 -3.78
H8 -2.12 -1.01 -2.80
H9 -2.99 -2.42 -2.03
H10 1.62 -0.01 1.78
H11 1.66 3.18 0.36
H12 3.82 4.87 0.84
H13 4.35 5.19 3.50
H14 2.86 4.05 5.27
H15 -0.89 4.36 2.95
H16 -2.59 4.19 2.12
H17 -3.60 3.42 4.28
H18 -1.91 2.62 6.28
H19 -0.72 2.17 4.96
H20 -2.44 1.39 5.02
H21 -4.65 1.33 1.03
H22 -4.57 0.80 2.80
H23 -4.24 2.57 2.43
C22 -7.46 -7.04 -0.76
C23 -7.94 -5.94 -1.74
C24 -7.14 -5.99 -3.06
C25 -5.72 -5.46 -2.94
C26 -5.73 -4.05 -2.35
C27 -6.48 -3.98 -1.00
N3 -7.85 -4.60 -1.08
O4 -8.64 -3.74 -1.77
C28 -5.63 -4.69 0.08
C29 -6.54 -2.51 -0.52
C30 -9.40 -6.35 -2.07
H24 -6.62 -7.62 -1.17
H25 -7.16 -6.65 0.21
H26 -8.25 -7.75 -0.52
H27 -7.66 -5.41 -3.84
H28 -7.11 -7.02 -3.44
H29 -5.12 -6.14 -2.32
H30 -5.25 -5.44 -3.92
H31 -4.69 -3.72 -2.21
H32 -6.18 -3.37 -3.07
H33 -6.16 -4.75 1.03
H34 -4.70 -4.13 0.27
H35 -5.31 -5.69 -0.20
H36 -7.01 -1.85 -1.25
H37 -5.54 -2.12 -0.36
H38 -7.08 -2.43 0.42
H39 -10.03 -6.32 -1.17
H40 -9.43 -7.37 -2.45
H41 -9.87 -5.72 -2.83
C31 8.33 3.06 1.15
C32 7.43 2.88 -0.10
C33 8.20 2.14 -1.22
C34 9.25 3.00 -1.92
C35 8.62 4.29 -2.43
C36 7.89 5.07 -1.32
N4 6.93 4.22 -0.55
O5 5.85 4.00 -1.36
C37 8.95 5.69 -0.37
C38 7.19 6.31 -1.94
C39 6.30 1.94 0.39
H42 9.34 2.67 1.00
H43 8.42 4.10 1.47
H44 7.92 2.55 2.03
H45 7.49 1.78 -1.99
H46 8.68 1.24 -0.82
H47 10.08 3.22 -1.23
H48 9.68 2.45 -2.76
H49 9.41 4.92 -2.88
H50 7.93 4.05 -3.25
H51 8.47 6.17 0.49
H52 9.54 6.46 -0.88
H53 9.67 4.97 -0.01
H54 6.49 6.05 -2.74
H55 7.93 6.99 -2.39
H56 6.65 6.88 -1.18
H57 5.71 2.42 1.18
H58 6.73 1.02 0.80
H59 5.62 1.64 -0.41

Calculated values
2S+1: 3
HOMO level (alpha / beta), eV: -8.719 / -9.090
Charge: 0
Strongest force on any atom, hartree/bohr: 0.12326
⟨S²⟩: 2.0090

Atom charges from the Mulliken analysis, given in e for atoms 1 to 8: -0.920 -0.430 -0.503 0.879 -0.175 0.151 -0.045 -0.540

DFT (ωB97M-V/def2-TZVPD) results for C39H60Cl2GeO9Se2V as an isolated structure.

Atoms and positions in Å:
V1 -0.66 -1.18 -0.88
O1 -4.66 -2.17 -1.40
C1 -3.36 -2.28 -1.69
O2 -2.62 -1.33 -1.59
C2 -2.95 -3.64 -2.19
O3 -1.59 -3.64 -2.53
C3 -1.23 -2.91 -3.69
C4 0.25 -2.48 -3.55
O4 1.00 -2.72 -4.50
O5 0.56 -1.91 -2.45
H1 -4.76 -1.31 -0.96
H2 -3.58 -3.92 -3.04
H3 -3.07 -4.36 -1.38
H4 -1.36 -3.53 -4.59
H5 -1.83 -2.00 -3.80
C5 -4.16 5.86 -1.00
C6 -2.96 5.43 -0.15
C7 -3.39 5.43 1.32
C8 -1.84 6.47 -0.30
C9 -2.46 4.06 -0.60
C10 -2.44 2.95 0.22
C11 -1.89 1.76 -0.22
Se1 -1.80 0.17 0.88
C12 -0.14 0.63 1.76
C13 -0.13 1.58 2.77
C14 1.08 1.97 3.33
C15 2.23 1.36 2.83
C16 2.26 0.42 1.81
C17 1.02 0.01 1.23
O6 0.91 -0.86 0.28
C18 3.66 -0.06 1.37
C19 4.36 -0.72 2.57
C20 3.67 -1.07 0.22
C21 4.47 1.16 0.91
C22 1.19 3.05 4.41
C23 1.88 2.48 5.66
C24 -0.17 3.60 4.82
C25 2.02 4.22 3.85
C26 -1.30 1.61 -1.50
O7 -0.71 0.52 -1.84
C27 -1.43 2.73 -2.39
C28 -1.97 3.90 -1.91
C29 -1.00 2.58 -3.86
C30 -1.82 1.44 -4.49
C31 0.50 2.25 -3.95
C32 -1.26 3.85 -4.67
H6 -4.52 6.85 -0.69
H7 -4.98 5.15 -0.90
H8 -3.90 5.91 -2.06
H9 -3.70 6.44 1.61
H10 -2.57 5.12 1.96
H11 -4.24 4.76 1.48
H12 -2.18 7.46 0.04
H13 -1.51 6.56 -1.34
H14 -0.98 6.17 0.30
H15 -2.85 2.98 1.22
H16 -1.07 2.00 3.09
H17 3.17 1.66 3.27
H18 3.77 -1.57 2.92
H19 4.49 -0.03 3.40
H20 5.35 -1.09 2.28
H21 3.17 -2.00 0.51
H22 4.71 -1.30 -0.04
H23 3.16 -0.70 -0.66
H24 4.60 1.89 1.71
H25 3.94 1.65 0.08
H26 5.46 0.86 0.56
H27 1.30 1.65 6.06
H28 1.97 3.25 6.43
H29 2.88 2.11 5.43
H30 -0.81 2.81 5.22
H31 -0.68 4.06 3.97
H32 -0.05 4.36 5.59
H33 3.03 3.90 3.58
H34 2.10 5.02 4.59
H35 1.54 4.61 2.95
H36 -2.04 4.75 -2.58
H37 -1.68 0.52 -3.93
H38 -1.50 1.27 -5.53
H39 -2.88 1.69 -4.48
H40 0.72 1.32 -3.43
H41 1.09 3.05 -3.48
H42 0.81 2.16 -4.99
H43 -2.31 4.13 -4.65
H44 -0.97 3.67 -5.71
H45 -0.66 4.69 -4.30
Cl1 -2.46 -5.05 3.85
C33 -3.33 -3.89 2.82
Cl2 -5.08 -4.20 2.93
C34 -2.85 -3.98 1.30
O8 -3.03 -5.08 0.75
O9 -2.37 -2.91 0.90
H46 -3.15 -2.90 3.22
C35 2.23 -8.14 -1.16
Ge1 2.25 -6.14 -1.09
C36 3.68 -5.67 0.20
C37 2.73 -5.45 -2.86
C38 0.50 -5.39 -0.59
Se2 0.72 -3.49 -0.10
C39 0.88 -3.82 1.82
H47 3.22 -8.51 -1.46
H48 1.50 -8.50 -1.88
H49 1.99 -8.56 -0.18
H50 4.65 -5.97 -0.19
H51 3.53 -6.16 1.16
H52 3.68 -4.59 0.35
H53 3.80 -5.57 -3.07
H54 2.49 -4.39 -2.92
H55 2.16 -5.96 -3.64
H56 -0.03 -5.91 0.21
H57 -0.14 -5.38 -1.48
H58 1.74 -4.46 2.04
H59 -0.04 -4.27 2.20
H60 1.02 -2.84 2.28

Calculated values
2S+1: 4
Energy above the lowest of the compared OMol25 structures with the same formula, charge and spin, kJ/mol: 108.3
HOMO level (alpha / beta), eV: -1.008 / -2.448
Charge: -2
Strongest force on any atom, hartree/bohr: 0.03043
⟨S²⟩: 3.7578

Atom charges from the Mulliken analysis, given in e for atoms 1 to 8: 1.432 -0.636 0.223 -0.055 -0.559 -0.214 -0.500 0.346

DFT (ωB97M-V/def2-TZVPD) results for C39H60N4O3SeTi as an isolated structure.

Atoms and positions in Å:
Ti1 12.65 10.80 11.25
C1 8.30 11.10 17.88
C2 8.35 12.10 16.73
C3 6.84 12.38 16.26
C4 8.90 13.44 17.22
C5 9.17 11.56 15.57
C6 10.09 12.30 14.86
C7 10.76 11.74 13.70
Se1 12.07 12.90 12.88
C8 10.76 13.48 11.72
C9 9.89 14.54 12.03
C10 8.85 14.84 11.15
C11 8.95 14.45 9.80
C12 10.00 13.66 9.32
C13 10.75 12.96 10.38
O1 11.36 11.83 10.17
C14 10.23 13.49 7.84
C15 9.67 14.74 7.13
C16 9.49 12.30 7.30
C17 11.72 13.34 7.67
C18 7.68 15.68 11.60
C19 8.04 16.72 12.68
C20 6.70 14.70 12.29
C21 6.88 16.45 10.48
C22 10.62 10.39 13.37
O2 11.27 10.05 12.22
C23 9.65 9.61 14.01
C24 8.87 10.28 14.98
C25 9.33 8.23 13.57
C26 8.38 7.43 14.51
C27 10.62 7.39 13.53
C28 8.64 8.34 12.19
H1 8.11 11.61 18.85
H2 7.55 10.34 17.76
H3 9.29 10.64 18.00
H4 6.35 12.97 17.03
H5 6.78 12.95 15.36
H6 6.28 11.43 16.10
H7 8.18 13.89 17.92
H8 9.86 13.34 17.71
H9 9.04 14.13 16.35
H10 10.34 13.31 15.18
H11 9.85 14.89 13.05
H12 8.21 14.86 9.16
H13 8.60 14.75 7.31
H14 10.19 15.64 7.51
H15 9.84 14.65 6.04
H16 8.38 12.39 7.20
H17 9.81 12.20 6.24
H18 9.82 11.41 7.87
H19 12.22 14.21 8.10
H20 12.04 12.44 8.17
H21 11.97 13.31 6.61
H22 8.33 16.24 13.62
H23 8.91 17.34 12.31
H24 7.19 17.35 12.79
H25 7.33 14.24 13.04
H26 5.91 15.24 12.79
H27 6.21 14.01 11.61
H28 7.64 17.04 9.95
H29 6.30 15.84 9.83
H30 6.26 17.16 11.03
H31 7.97 9.81 15.34
H32 8.78 7.41 15.53
H33 7.34 7.82 14.45
H34 8.37 6.39 14.17
H35 11.12 7.32 14.51
H36 10.50 6.40 13.12
H37 11.41 7.86 12.94
H38 7.76 8.95 12.33
H39 9.24 8.59 11.29
H40 8.30 7.34 11.93
O3 14.09 11.54 9.63
C29 14.29 10.70 8.44
C30 13.40 9.51 8.60
C31 13.19 8.58 7.58
C32 12.44 7.44 7.84
C33 11.75 7.30 9.08
C34 11.93 8.30 10.00
N1 12.82 9.36 9.82
H41 14.83 12.18 9.58
H42 15.37 10.38 8.38
H43 14.15 11.28 7.54
H44 13.68 8.65 6.62
H45 12.36 6.68 7.05
H46 11.07 6.48 9.34
H47 11.45 8.23 10.95
C35 15.08 7.96 11.72
N2 15.24 8.59 12.99
C36 15.23 7.74 14.15
C37 15.27 9.95 13.04
N3 14.50 10.68 12.18
N4 16.07 10.51 14.01
C38 17.38 9.87 14.25
C39 16.05 11.95 14.30
H48 15.79 7.14 11.64
H49 15.40 8.65 10.89
H50 14.05 7.62 11.61
H51 14.25 7.18 14.29
H52 15.39 8.31 15.09
H53 16.01 6.98 14.05
H54 14.87 11.68 12.28
H55 17.61 9.14 13.53
H56 17.40 9.38 15.25
H57 18.24 10.62 14.26
H58 16.53 12.52 13.51
H59 16.56 12.18 15.24
H60 15.00 12.27 14.38

Calculated values
2S+1: 2
Energy above the lowest of the compared OMol25 structures with the same formula, charge and spin, kJ/mol: 62.1
HOMO level (alpha / beta), eV: -9.033 / -9.037
Charge: +1
Strongest force on any atom, hartree/bohr: 0.08206
⟨S²⟩: 0.7525

Atom charges from the Mulliken analysis, given in e for atoms 1 to 8: -0.716 -1.759 2.012 -1.264 -1.714 -0.012 -0.765 0.040